C15H39CuNO11P2 as an isolated structure at a distorted geometry, computed with ωB97M-V with the def2-TZVPD basis set.

Lowest unoccupied orbital energy = 0.0310 Eh
Orbital gap = 4.16 eV
Max |F| = 4.6 eV/A
Relative energy (zero: lowest compared OMol25 entry of this formula, charge and spin) = 74.09 kcal/mol

```
! RIJCOSX wB97M-V def2-TZVPD def2/J DEFGRID3
* xyz -1 1
Cu 18.211 9.559 12.679
O 18.313 5.806 12.750
H 18.750 4.950 12.574
O 16.639 10.012 15.952
H 16.057 10.797 15.928
C 20.613 6.128 7.795
O 21.328 5.164 7.577
N 19.632 6.611 7.062
C 18.844 7.763 7.474
C 19.106 5.982 5.852
H 20.804 6.851 8.603
H 19.489 8.470 7.995
H 17.997 7.547 8.126
H 18.313 8.316 6.699
H 19.266 6.756 5.102
H 19.515 5.017 5.550
H 18.033 5.812 5.949
C 26.663 10.440 10.242
C 25.190 10.950 10.139
O 24.876 11.552 11.334
P 23.757 10.945 12.367
O 22.447 10.633 11.810
O 23.733 12.022 13.600
C 22.910 13.197 13.544
C 23.703 14.360 12.829
O 24.427 9.694 13.065
C 23.608 8.724 13.728
C 22.642 9.033 14.827
H 27.439 11.154 10.514
H 26.877 9.661 10.973
H 27.064 10.079 9.294
H 25.119 11.716 9.367
H 24.443 10.182 9.936
H 22.047 12.783 13.022
H 22.666 13.527 14.554
H 24.620 14.623 13.355
H 24.017 14.078 11.824
H 22.989 15.172 12.694
H 23.117 8.165 12.932
H 24.298 7.956 14.076
H 22.040 8.209 15.210
H 23.159 9.509 15.660
H 21.909 9.785 14.534
C 11.520 13.296 11.508
C 12.045 11.920 12.036
O 11.932 10.852 11.159
P 12.939 10.773 9.861
O 14.345 11.113 10.277
O 12.650 9.258 9.271
C 12.975 8.138 10.000
C 11.702 7.202 10.150
O 12.298 11.794 8.755
C 13.162 12.370 7.869
C 12.576 13.798 7.639
H 11.812 13.578 10.496
H 10.450 13.329 11.710
H 11.856 14.108 12.154
H 13.041 12.039 12.462
H 11.367 11.686 12.857
H 13.694 7.556 9.424
H 13.561 8.292 10.906
H 10.967 7.723 10.763
H 11.302 6.973 9.162
H 12.174 6.369 10.670
H 14.230 12.326 8.084
H 13.013 11.807 6.947
H 11.694 13.630 7.022
H 12.290 14.406 8.498
H 13.205 14.421 7.004
*
```